Density functional theory data (ωB97M-V/def2-TZVPD) for a molecular structure, C31H47GdNO4P2.

Its net charge is +1. Its energy above the lowest of the compared OMol25 structures with the same formula, charge and spin is 0.111 eV. The HOMO energy (alpha / beta) is -10.0 / -10.4 eV. For the gap between HOMO and LUMO (alpha / beta), the calculation gives 5.13 / 6.90 eV. The electronic energy comes out at -81991.66047 eV. The spin multiplicity is 8. The expectation value of S² is 16.279. As for the largest force on an atom: 3.69 eV Å⁻¹. The lowest unoccupied orbital energy (alpha / beta) is -4.85 / -3.53 eV.

CARTESIAN COORDINATES (ANGSTROEM)
Gd  -1.6228  0.4752  -1.7099
C  0.3062  0.8062  0.7553
C  1.0848  1.0754  -0.4040
C  -0.5081  2.7391  -0.1771
C  -0.6716  1.8227  0.8882
C  0.5453  2.2530  -0.9954
C  0.6656  -0.2206  1.7568
H  1.6790  -0.0076  2.1629
H  0.6888  -1.2426  1.3251
H  -0.0692  -0.2169  2.5760
C  -1.4904  2.0945  2.0742
H  -1.1446  1.5686  2.9672
H  -2.5006  1.7515  1.8755
H  -1.5731  3.1737  2.2448
C  -1.1072  4.0941  -0.2726
H  -1.0554  4.6055  0.6998
H  -2.1635  4.1106  -0.5743
H  -0.5778  4.7380  -0.9846
C  1.1000  3.0685  -2.0769
H  1.3336  4.1041  -1.8110
H  0.2711  3.2199  -2.7784
H  1.9352  2.5896  -2.5884
C  2.4731  0.5906  -0.5490
H  3.0420  0.8953  0.3457
H  2.9370  1.0633  -1.4204
H  2.5444  -0.5039  -0.6213
C  0.5641  -4.1142  -1.0049
C  1.7467  -4.5102  -0.5444
C  3.0294  -3.9091  -1.0074
C  3.3025  -4.4353  -2.4354
C  3.2354  -3.4285  -3.5349
C  2.3370  -2.4440  -3.6069
C  1.2475  -2.1926  -2.6022
C  0.3616  -3.4470  -2.3197
H  3.8629  -4.2185  -0.3305
H  2.6113  -5.2427  -2.7322
H  3.0805  -2.8026  -1.0869
H  0.5159  -4.1745  -3.1497
H  -0.3493  -4.3190  -0.4113
H  1.8408  -5.2386  0.2484
H  -0.7056  -3.1467  -2.3362
H  1.6130  -1.8093  -1.6419
H  2.4068  -1.6750  -4.3666
H  0.5562  -1.3896  -2.9369
H  4.3046  -4.8830  -2.4237
H  3.9829  -3.5288  -4.3289
P  -1.4613  -0.9377  -4.7044
P  -1.4478  1.9401  -4.0329
C  -1.7042  0.2067  -6.1953
C  -2.2192  1.5461  -5.6727
H  -2.4421  -0.2657  -6.8696
H  -0.7614  0.3028  -6.7573
H  -1.9921  2.3894  -6.3475
H  -3.3053  1.5195  -5.4995
C  -1.8822  3.7242  -3.9670
H  -1.3561  4.2669  -3.1723
H  -2.9503  3.8393  -3.7493
H  -1.6657  4.2071  -4.9249
C  0.2852  1.9588  -4.7557
H  0.2620  2.0725  -5.8468
H  0.8209  1.0408  -4.4713
H  0.9050  2.7850  -4.3946
C  -3.1493  -1.6371  -4.9741
H  -3.6001  -1.9137  -4.0211
H  -3.0645  -2.5136  -5.6264
H  -3.7875  -0.8911  -5.4589
C  -0.4995  -2.2065  -5.6490
H  -0.9112  -2.4380  -6.6438
H  -0.5337  -3.1209  -5.0340
H  0.5670  -1.9840  -5.8064
O  -1.9628  -1.5793  -0.5730
C  -2.5321  -0.9038  0.3722
O  -2.8950  0.3067  0.0853
C  -2.7295  -1.3845  1.7580
C  -3.4466  -0.5375  2.6219
C  -3.3124  -0.6595  3.9993
C  -2.4179  -1.6269  4.5098
C  -1.8914  -2.6399  3.6787
C  -2.0207  -2.4881  2.2924
N  -1.8183  -1.3925  5.7746
O  -2.1839  -0.3636  6.3906
O  -0.9531  -2.1905  6.1949
H  -4.0598  0.2575  2.1762
H  -3.8380  0.0265  4.6700
H  -1.3639  -3.4767  4.1522
H  -1.5940  -3.2175  1.6119

Results of the Mulliken charge analysis, in e, for atoms 1 through 4: 0.331, 1.360, 0.358, 0.363



Density functional theory data (ωB97M-V/def2-TZVPD) for a molecular structure, C31H47InNO2P2S2.

Its net charge is +1. Its energy above the lowest of the compared OMol25 structures with the same formula, charge and spin is 0.000 eV. The HOMO energy is -10.0 eV. For the gap between HOMO and LUMO, the calculation gives 5.90 eV. The electronic energy comes out at -83908.42933 eV. As for the largest force on an atom: 3.17 eV Å⁻¹. The lowest unoccupied orbital energy is -4.06 eV.

CARTESIAN COORDINATES (ANGSTROEM)
In  -0.1860  0.1339  1.2174
C  -0.3213  -2.9581  1.9503
C  1.0436  -3.1131  1.6066
C  0.9258  -1.4209  3.1637
C  -0.4198  -1.9127  2.9161
C  1.8115  -2.1908  2.3631
C  -1.4764  -3.7484  1.4768
H  -1.2770  -4.2690  0.5322
H  -2.3638  -3.1155  1.3212
H  -1.7533  -4.5070  2.2286
C  -1.6268  -1.6321  3.7309
H  -2.5030  -2.1890  3.3731
H  -1.9062  -0.5678  3.6844
H  -1.4623  -1.8966  4.7898
C  1.3309  -0.4354  4.1961
H  1.1131  -0.8171  5.2079
H  0.8088  0.5307  4.0938
H  2.4050  -0.2105  4.1475
C  3.2845  -2.0819  2.3949
H  3.6939  -2.6596  3.2414
H  3.6200  -1.0420  2.5220
H  3.7551  -2.4602  1.4782
C  1.6005  -4.0988  0.6554
H  1.9906  -4.9826  1.1886
H  2.4345  -3.6744  0.0744
H  0.8406  -4.4466  -0.0574
C  -1.7907  0.2927  -5.7547
C  -1.6817  -1.0418  -5.8296
C  -0.7577  -1.7983  -6.7432
C  0.5860  -1.1161  -7.0989
C  1.3724  -0.5763  -5.9405
C  1.2640  0.6400  -5.3926
C  0.3398  1.7393  -5.8301
C  -0.9751  1.2982  -6.5159
H  -1.2697  -2.0227  -7.6949
H  0.4211  -0.3566  -7.8734
H  -0.5437  -2.7760  -6.2835
H  -0.7620  0.9715  -7.5408
H  -2.5854  0.7358  -5.1381
H  -2.3857  -1.6738  -5.2733
H  -1.5961  2.2046  -6.6032
H  0.0905  2.3573  -4.9512
H  1.9628  0.9214  -4.5927
H  0.8711  2.4116  -6.5252
H  1.2136  -1.8963  -7.5598
H  2.1442  -1.2636  -5.5692
P  -0.8613  -0.3231  -1.2828
P  1.8062  1.0761  -0.2368
C  -0.0057  0.8622  -2.4103
C  0.9897  1.8201  -1.7208
H  -0.7890  1.4336  -2.9296
H  0.4998  0.2667  -3.1823
H  1.7811  2.1278  -2.4208
H  0.4856  2.7383  -1.3900
C  2.7079  2.3020  0.7503
H  3.3973  1.7687  1.4253
H  2.0085  2.9015  1.3464
H  3.2915  2.9639  0.0960
C  3.1493  0.0549  -0.9471
H  3.7029  0.6488  -1.6942
H  2.7550  -0.8509  -1.4274
H  3.8492  -0.2393  -0.1494
C  -2.6318  0.1278  -1.3463
H  -3.1960  -0.6108  -0.7564
H  -2.9710  0.0947  -2.3909
H  -2.7951  1.1314  -0.9301
C  -0.8674  -1.9403  -2.1243
H  0.1226  -2.4139  -2.0632
H  -1.1533  -1.8127  -3.1835
H  -1.6097  -2.5855  -1.6279
O  -2.8263  5.6970  4.4780
S  -1.5136  5.1065  4.5906
O  -0.3704  5.9467  4.8346
N  -1.2222  4.0321  3.3074
C  -1.3937  2.7717  3.6154
S  -1.9069  1.6118  2.4384
C  -1.4137  2.5618  5.0877
C  -1.3318  1.3922  5.8376
C  -1.4780  1.4174  7.2310
C  -1.7414  2.6419  7.8668
C  -1.7737  3.8316  7.1230
C  -1.5618  3.7723  5.7490
H  -1.1425  0.4645  5.3026
H  -1.4025  0.4882  7.8032
H  -1.9045  2.6450  8.9441
H  -1.9633  4.7912  7.6007

Results of the Mulliken charge analysis, in e, for atoms 1 through 4: 0.430, 0.003, 0.821, 0.186



Density functional theory data (ωB97M-V/def2-TZVPD) for a molecular structure, C31H47LaNO3P2S.

Its net charge is +1. Its energy above the lowest of the compared OMol25 structures with the same formula, charge and spin is 7.195 eV. The HOMO energy (alpha / beta) is -8.6 / -8.6 eV. For the gap between HOMO and LUMO (alpha / beta), the calculation gives 3.11 / 2.99 eV. The electronic energy comes out at -70800.48859 eV. As for the largest force on an atom: 5.35 eV Å⁻¹. The lowest unoccupied orbital energy (alpha / beta) is -5.52 / -5.63 eV.

CARTESIAN COORDINATES (ANGSTROEM)
La  -0.4614  -2.0408  -2.0109
C  0.0799  2.3380  -0.4835
C  -1.0556  1.7396  0.1344
C  0.6930  1.6677  1.6318
C  1.1520  2.2991  0.4502
C  -0.6721  1.3226  1.4404
C  0.1496  2.9247  -1.8345
H  -0.6275  2.5183  -2.4914
H  1.1240  2.7215  -2.2917
H  0.0341  4.0181  -1.8123
C  2.5158  2.8094  0.2316
H  2.7419  2.8758  -0.8371
H  3.2568  2.1426  0.6860
H  2.6508  3.8067  0.6769
C  1.5023  1.4284  2.8398
H  1.7195  2.3730  3.3611
H  2.4657  0.9698  2.5791
H  0.9972  0.7366  3.5195
C  -1.5492  0.7184  2.4641
H  -1.8150  1.4576  3.2435
H  -1.0427  -0.1195  2.9704
H  -2.4840  0.3403  2.0238
C  -2.4373  1.6875  -0.4026
H  -3.0637  2.4694  0.0661
H  -2.9246  0.7210  -0.1879
H  -2.4518  1.8731  -1.4876
C  -0.6251  -3.3448  -4.2670
C  -1.3046  -2.4569  -5.3240
C  -2.8876  -2.4551  -5.2776
C  -3.5148  -2.7141  -3.9191
C  -2.6047  -2.7438  -2.6500
C  -2.3598  -4.0173  -2.1190
C  -1.8183  -5.2159  -2.8582
C  -1.1545  -4.7531  -4.1828
H  -3.3418  -3.1279  -6.0401
H  -4.0955  -3.6297  -3.9114
H  -3.1786  -1.4694  -5.6492
H  -1.9625  -4.7834  -4.9013
H  0.4745  -3.2185  -4.1195
H  -0.9522  -2.7214  -6.3406
H  -0.3863  -5.4580  -4.5385
H  -1.0535  -5.7081  -2.2316
H  -2.6328  -4.2495  -1.0956
H  -2.5978  -5.9849  -3.0757
H  -4.2507  -1.9172  -3.7258
H  -2.8014  -1.8713  -1.9732
P  -0.8416  -0.7469  -4.8323
P  -1.4052  -3.3475  1.0166
C  0.5265  -4.1535  -1.3197
C  -0.1546  -4.5916  -0.0908
H  1.4920  -4.6333  -1.5550
H  -0.1196  -4.1244  -2.2380
H  -0.8315  -5.4347  -0.2055
H  0.7012  -4.7710  0.5825
C  -1.0790  -4.2085  2.5496
H  -1.0888  -3.4695  3.3508
H  -0.1136  -4.7049  2.5234
H  -1.8736  -4.9401  2.7039
C  -3.2552  -3.6799  1.0147
H  -3.4106  -4.7428  1.2141
H  -3.7753  -3.3825  0.1144
H  -3.6725  -3.0830  1.8349
C  0.6047  -0.5320  -5.9199
H  0.2991  0.1102  -6.7732
H  0.8935  -1.5440  -6.2832
H  1.3594  -0.0225  -5.3045
C  -1.7511  0.8595  -5.0599
H  -0.9801  1.7088  -4.9526
H  -2.5125  0.8971  -4.2978
H  -2.1332  0.9070  -6.0860
O  1.7446  -0.5253  -1.7352
C  2.0921  -0.9047  -0.5641
N  1.1730  -1.5367  0.1927
S  1.8159  -2.2084  1.5929
O  1.1213  -1.6390  2.7314
O  1.8971  -3.6453  1.4646
C  3.4421  -1.5114  1.3291
C  4.6069  -1.5877  2.1066
C  5.7662  -0.9109  1.6891
C  5.7193  -0.1409  0.5182
C  4.5649  -0.0953  -0.2757
C  3.4138  -0.7889  0.1361
H  4.6104  -2.1827  3.0195
H  6.6831  -0.9767  2.2830
H  6.6268  0.3841  0.2206
H  4.5516  0.4749  -1.2120

Results of the Mulliken charge analysis, in e, for atoms 1 through 4: 0.476, 0.652, 0.325, 0.815



Density functional theory data (ωB97M-V/def2-TZVPD) for a molecular structure, C31H47N6O2SiTl.

Its net charge is -2. Its energy above the lowest of the compared OMol25 structures with the same formula, charge and spin is 0.000 eV. The HOMO energy is -1.2 eV. For the gap between HOMO and LUMO, the calculation gives 5.76 eV. The electronic energy comes out at -58518.04282 eV. As for the largest force on an atom: 0.46 eV Å⁻¹. The lowest unoccupied orbital energy is 4.54 eV.

CARTESIAN COORDINATES (ANGSTROEM)
Tl  -0.0682  0.1285  -1.0202
C  -2.0313  1.3202  2.9004
C  -3.1712  1.7480  1.9724
C  -2.9102  1.5681  0.4702
N  -1.6180  2.0833  0.0559
C  -1.4203  3.3549  -0.0489
C  -2.4667  4.3456  0.0568
C  -2.4310  5.7041  0.2674
C  -1.3554  6.5640  0.5054
C  -0.0176  6.1736  0.4827
C  0.5663  4.9822  0.1092
C  -0.0035  3.7558  -0.4019
N  0.6539  2.8882  -1.0954
C  2.0077  3.1780  -1.4988
C  3.0636  2.7136  -0.4904
C  3.2195  1.1906  -0.4259
N  2.1584  0.5168  0.2825
C  2.2462  0.3153  1.5567
C  3.3005  0.8469  2.3763
C  3.7665  0.4845  3.6241
C  3.3395  -0.5054  4.5015
C  2.1987  -1.2889  4.3131
C  1.2277  -1.2445  3.3412
C  1.0798  -0.4403  2.1559
N  -0.0200  -0.3631  1.4794
C  -1.2463  -0.9647  1.9753
C  -1.8631  -0.1815  3.1364
H  -1.0922  1.7311  2.5237
H  -2.2087  1.7880  3.8756
H  -4.0826  1.1944  2.2341
H  -3.3759  2.8056  2.1629
H  -2.9422  0.5103  0.2095
H  -3.7417  2.0291  -0.0819
H  -3.4653  3.9343  -0.0223
H  -3.4126  6.1746  0.2983
H  -1.5785  7.5953  0.7543
H  0.6934  6.9411  0.7844
H  1.6466  4.9775  0.1763
H  2.1910  2.6385  -2.4372
H  2.1556  4.2474  -1.7124
H  4.0284  3.1494  -0.7790
H  2.8146  3.0983  0.5026
H  3.2122  0.8166  -1.4572
H  4.2023  0.9380  -0.0054
H  3.8527  1.6578  1.9193
H  4.6274  1.0606  3.9583
H  3.9177  -0.6667  5.4039
H  2.0208  -2.0378  5.0824
H  0.4163  -1.9469  3.4900
H  -1.9460  -1.0053  1.1412
H  -1.0935  -2.0091  2.2810
H  -2.8393  -0.6255  3.3766
H  -1.2315  -0.3110  4.0196
C  2.7375  -4.2312  -0.5737
Si  0.8379  -4.3554  -0.6305
C  0.5579  -6.1234  -1.3479
C  0.3189  -4.5511  1.1918
O  0.1564  -3.1711  -1.4061
H  3.2062  -5.0644  -0.0369
H  3.0235  -3.2990  -0.0760
H  3.1460  -4.2041  -1.5889
H  1.1981  -6.8502  -0.8352
H  0.7939  -6.1582  -2.4171
H  -0.4785  -6.4595  -1.2254
H  0.6723  -5.4906  1.6311
H  -0.7722  -4.5229  1.2773
H  0.7187  -3.7242  1.7885
C  -3.8188  -3.4566  1.1515
N  -3.6115  -3.7786  -0.2454
C  -3.1897  -5.1443  -0.4847
C  -3.1974  -5.4457  -1.9661
C  -2.3804  -4.3964  -2.6886
N  -2.8580  -3.0647  -2.3629
C  -2.2150  -2.0154  -3.1472
C  -3.2406  -2.7356  -1.0906
O  -3.3160  -1.5785  -0.6946
H  -4.6742  -4.0230  1.5325
H  -4.0126  -2.3932  1.2474
H  -2.9397  -3.7058  1.7546
H  -3.8809  -5.8089  0.0453
H  -2.1901  -5.3148  -0.0653
H  -4.2281  -5.4287  -2.3341
H  -2.7820  -6.4390  -2.1486
H  -2.4738  -4.5280  -3.7703
H  -1.3166  -4.4744  -2.4311
H  -2.1729  -2.3561  -4.1835
H  -1.2045  -1.8438  -2.7732
H  -2.7993  -1.0992  -3.0916

Results of the Mulliken charge analysis, in e, for atoms 1 through 4: 1.113, -0.601, -0.687, -0.232



Q: Which value of electronic energy does entry 3 give?
A: -70800.48859 eV